Entry 1:
ORCA calculation (wB97M-V/def2-TZVPD) on a cluster of 14 separate species, C69H145N9O13 in total.

Structure (XYZ):
```
236
Properties=species:S:1:pos:R:3
C -9.34 -9.80 -37.27
C -8.90 -11.21 -37.43
N -7.59 -11.16 -38.23
C -7.14 -12.15 -39.10
C -5.90 -11.79 -39.58
N -5.59 -10.59 -38.96
C -6.61 -10.22 -38.16
C -4.31 -9.90 -38.99
H -9.51 -9.38 -38.28
H -8.53 -9.29 -36.77
H -10.32 -9.72 -36.80
H -9.57 -11.89 -37.94
H -8.65 -11.63 -36.43
H -7.78 -12.99 -39.31
H -5.30 -12.27 -40.37
H -6.58 -9.31 -37.52
H -4.30 -9.28 -38.05
H -4.29 -9.30 -39.89
H -3.39 -10.52 -39.05
C -7.94 -5.36 -23.33
C -8.30 -5.92 -24.69
C -9.42 -6.90 -24.44
N -10.04 -7.49 -25.70
C -9.08 -8.24 -26.55
C -10.85 -6.46 -26.46
C -12.38 -6.76 -26.23
C -12.32 -7.58 -24.93
C -11.13 -8.45 -25.19
H -7.86 -4.29 -23.30
H -6.99 -5.78 -23.02
H -8.70 -5.58 -22.57
H -7.39 -6.46 -25.02
H -8.51 -5.09 -25.37
H -10.28 -6.38 -23.98
H -9.04 -7.75 -23.85
H -9.57 -8.63 -27.39
H -8.83 -9.10 -25.94
H -8.16 -7.74 -26.74
H -10.56 -6.58 -27.54
H -10.56 -5.48 -26.04
H -12.77 -7.41 -27.02
H -12.92 -5.81 -26.15
H -13.19 -8.11 -24.78
H -12.13 -6.98 -24.05
H -11.40 -9.17 -25.95
H -10.78 -8.93 -24.31
C -3.92 -10.99 -27.42
C -4.66 -11.39 -26.19
C -5.43 -10.26 -25.46
N -4.97 -10.00 -23.99
C -3.55 -9.53 -23.94
C -5.09 -11.25 -23.13
C -5.64 -10.67 -21.75
C -5.70 -9.12 -21.97
C -5.84 -8.97 -23.42
H -3.04 -10.34 -27.26
H -4.64 -10.40 -28.10
H -3.63 -11.98 -27.90
H -3.99 -11.85 -25.44
H -5.33 -12.23 -26.41
H -6.49 -10.51 -25.43
H -5.36 -9.32 -25.97
H -3.37 -9.60 -22.92
H -3.56 -8.51 -24.27
H -2.88 -10.17 -24.49
H -4.11 -11.76 -22.98
H -5.79 -11.98 -23.65
H -5.04 -11.08 -20.98
H -6.66 -11.11 -21.61
H -4.94 -8.55 -21.42
H -6.57 -8.72 -21.45
H -5.54 -8.11 -23.95
H -6.85 -9.35 -23.64
C -10.98 -11.06 -31.95
C -9.96 -10.26 -31.17
C -10.07 -8.82 -31.44
N -8.72 -8.00 -31.59
C -7.99 -8.37 -32.90
C -9.07 -6.53 -31.63
C -8.98 -6.09 -30.19
C -7.65 -6.73 -29.85
C -7.84 -8.15 -30.36
H -12.03 -10.62 -31.79
H -11.08 -12.05 -31.66
H -10.90 -11.12 -33.05
H -8.92 -10.54 -31.32
H -10.11 -10.49 -30.12
H -10.70 -8.35 -30.66
H -10.61 -8.59 -32.39
H -7.73 -9.51 -32.93
H -7.14 -7.67 -32.94
H -8.63 -8.10 -33.82
H -8.32 -5.99 -32.23
H -10.10 -6.48 -32.03
H -9.09 -5.03 -30.17
H -9.77 -6.51 -29.57
H -6.75 -6.24 -30.34
H -7.47 -6.70 -28.79
H -6.88 -8.70 -30.59
H -8.35 -8.73 -29.64
C -7.41 -11.63 -28.72
C -8.30 -12.14 -27.62
C -7.88 -13.37 -26.93
N -9.03 -14.19 -26.48
C -10.14 -13.34 -25.96
C -8.63 -15.24 -25.40
C -9.66 -16.31 -25.50
C -10.31 -16.11 -26.87
C -9.47 -15.04 -27.56
H -7.76 -10.65 -29.09
H -7.44 -12.27 -29.60
H -6.36 -11.46 -28.40
H -9.33 -12.20 -28.01
H -8.44 -11.38 -26.84
H -7.31 -13.11 -26.06
H -7.28 -14.00 -27.57
H -10.82 -14.04 -25.57
H -10.56 -12.76 -26.75
H -9.65 -12.74 -25.19
H -8.56 -14.66 -24.46
H -7.67 -15.58 -25.66
H -10.40 -16.20 -24.76
H -9.10 -17.20 -25.34
H -11.35 -15.77 -26.78
H -10.36 -17.02 -27.47
H -9.96 -14.54 -28.40
H -8.54 -15.45 -27.95
C -4.68 1.06 -28.39
C -4.33 0.50 -26.99
C -4.87 1.42 -25.95
N -4.25 1.58 -24.62
C -2.91 2.24 -24.89
C -5.18 2.31 -23.74
C -5.92 1.21 -22.90
C -5.24 -0.10 -23.25
C -3.93 0.23 -23.95
H -5.59 0.66 -28.88
H -3.82 0.95 -29.04
H -4.83 2.14 -28.45
H -3.24 0.52 -26.81
H -4.75 -0.47 -26.86
H -5.92 1.22 -25.86
H -4.79 2.48 -26.31
H -2.37 2.26 -24.00
H -3.06 3.23 -25.35
H -2.37 1.67 -25.55
H -4.52 3.01 -23.24
H -5.81 2.93 -24.41
H -5.89 1.49 -21.84
H -6.97 1.18 -23.34
H -5.06 -0.69 -22.36
H -5.88 -0.77 -23.91
H -3.13 0.55 -23.24
H -3.38 -0.47 -24.57
C -0.31 -9.84 -33.91
C -1.80 -9.63 -33.72
C -2.39 -10.24 -32.51
N -3.84 -10.55 -32.63
C -4.71 -9.40 -33.02
C -4.39 -11.05 -31.27
C -4.10 -12.55 -31.14
C -3.67 -12.95 -32.62
C -4.08 -11.81 -33.53
H 0.03 -9.38 -34.90
H -0.14 -10.89 -34.11
H 0.33 -9.39 -33.12
H -2.32 -10.11 -34.61
H -2.03 -8.54 -33.67
H -2.27 -9.66 -31.59
H -1.90 -11.18 -32.37
H -4.90 -8.80 -32.17
H -5.75 -9.79 -33.19
H -4.31 -8.86 -33.86
H -5.50 -11.00 -31.16
H -3.91 -10.53 -30.44
H -5.03 -13.08 -30.93
H -3.45 -12.85 -30.38
H -4.08 -13.94 -32.91
H -2.59 -13.12 -32.61
H -5.14 -11.81 -33.78
H -3.48 -11.69 -34.43
C -3.90 -4.11 -24.61
C -4.82 -3.49 -25.60
O -4.81 -2.28 -25.75
N -5.64 -4.31 -26.33
H -5.10 -6.35 -33.67
H -5.52 -5.34 -26.33
C -6.48 -3.79 -27.36
H -4.04 -5.19 -24.51
H -4.02 -3.57 -23.70
H -2.87 -3.96 -24.94
H -6.44 -4.46 -28.22
H -6.19 -2.79 -27.58
H -7.54 -3.73 -27.15
C -3.79 -5.97 -37.03
C -4.57 -7.01 -36.21
O -5.16 -8.00 -36.77
O -4.64 -6.76 -35.00
H -3.37 -6.38 -37.92
H -3.02 -5.57 -36.35
H -4.44 -5.07 -37.28
C -8.60 -13.17 -34.00
C -7.55 -12.06 -33.76
O -6.85 -12.01 -32.69
O -7.45 -11.27 -34.73
H -8.93 -13.08 -35.03
H -9.46 -13.00 -33.30
H -8.17 -14.17 -33.96
C -4.22 -4.05 -33.25
C -4.89 -5.04 -32.23
O -5.26 -4.61 -31.13
O -5.26 -6.24 -32.67
H -4.20 -3.09 -32.97
H -4.87 -4.29 -34.04
H -3.28 -4.32 -33.65
C -13.28 -10.03 -27.78
C -11.79 -9.71 -28.13
O -11.59 -8.69 -28.74
O -10.92 -10.57 -27.74
H -13.59 -9.09 -27.32
H -13.59 -10.97 -27.25
H -13.95 -10.04 -28.63
C -9.99 -11.93 -22.01
C -9.06 -11.30 -23.09
O -8.26 -12.10 -23.61
O -9.17 -10.08 -23.44
H -11.00 -12.24 -22.45
H -10.21 -11.20 -21.22
H -9.43 -12.83 -21.62
C -4.00 -6.82 -28.43
C -5.07 -7.45 -27.52
O -5.81 -8.22 -28.11
O -5.06 -7.11 -26.27
H -3.01 -6.85 -28.04
H -4.16 -5.73 -28.59
H -4.05 -7.24 -29.43
```

The value obtained for the LUMO energy is -0.1014 Ha. Its net charge is +2. For the largest force on an atom, the calculation gives 4.89 eV Å⁻¹. The value obtained for the HOMO energy is -11.2 eV.



Entry 2:
ORCA calculation (wB97M-V/def2-TZVPD) on a cluster of 14 separate species, C26H56BCl26IN2O4 in total.

Structure (XYZ):
```
116
Properties=species:S:1:pos:R:3
C 4.46 -3.14 2.82
C 3.24 -3.95 2.36
C 3.56 -5.44 2.19
C 3.22 -6.08 0.85
C 3.74 -5.28 -0.34
C 1.71 -6.37 0.65
O 1.00 -6.17 1.87
C -0.42 -6.07 1.91
C -1.12 -7.44 1.79
C -0.63 -8.42 0.73
O 0.39 -9.28 1.22
B -0.75 -5.57 3.42
O -1.77 -6.18 4.13
O 0.07 -4.64 4.03
C -1.02 -4.92 1.04
N -2.29 -4.52 1.68
I -1.52 -5.53 -1.00
C -0.09 -3.71 1.03
C -0.43 -2.54 0.11
C 0.59 -1.40 0.33
N 1.33 -0.97 -0.86
H 4.80 -3.51 3.78
H 5.27 -3.18 2.09
H 4.18 -2.09 2.95
H 2.87 -3.51 1.44
H 2.46 -3.82 3.11
H 3.13 -6.02 3.01
H 4.64 -5.54 2.30
H 3.73 -7.05 0.82
H 3.15 -4.37 -0.48
H 4.78 -4.99 -0.21
H 3.62 -5.86 -1.26
H 1.33 -5.73 -0.15
H 1.60 -7.39 0.31
H -1.00 -7.96 2.74
H -2.19 -7.27 1.70
H -0.27 -7.94 -0.17
H -1.47 -9.06 0.43
H 0.78 -8.88 2.00
H -2.40 -5.55 4.48
H -0.42 -3.91 4.41
H -3.10 -4.72 1.12
H -2.27 -3.52 1.86
H -0.05 -3.32 2.04
H 0.93 -4.02 0.79
H -0.36 -2.85 -0.93
H -1.43 -2.17 0.33
H 0.08 -0.52 0.71
H 1.33 -1.71 1.06
H 2.23 -1.42 -0.92
H 0.81 -1.15 -1.71
C -0.12 2.40 2.08
Cl -0.90 0.94 2.71
Cl 1.64 2.24 2.00
H -0.48 2.56 1.07
H -0.37 3.24 2.73
C 7.35 -8.02 1.09
Cl 7.34 -6.25 1.05
Cl 6.51 -8.66 2.51
H 6.86 -8.39 0.20
H 8.38 -8.35 1.13
C 7.42 -4.15 5.56
Cl 7.53 -5.78 4.87
Cl 7.51 -2.90 4.33
H 6.46 -4.05 6.07
H 8.24 -4.03 6.26
C 2.02 1.86 -3.39
Cl 0.97 0.50 -3.86
Cl 1.88 2.29 -1.69
H 3.04 1.57 -3.59
H 1.73 2.71 -3.99
C 0.40 5.20 -5.77
Cl -0.45 3.67 -5.54
Cl 2.16 5.00 -5.71
H 0.13 5.60 -6.74
H 0.11 5.88 -4.98
C 10.79 -6.86 3.14
Cl 10.87 -8.51 2.50
Cl 10.85 -5.63 1.88
H 9.85 -6.74 3.68
H 11.63 -6.71 3.80
C 4.55 4.95 0.27
Cl 2.92 5.63 0.30
Cl 4.55 3.20 0.53
H 4.98 5.15 -0.70
H 5.13 5.41 1.06
C -2.61 7.31 -3.40
Cl -1.94 8.00 -4.89
Cl -1.66 5.95 -2.79
H -2.60 8.09 -2.64
H -3.61 6.97 -3.60
C 3.59 4.50 3.88
Cl 2.22 4.82 4.95
Cl 4.77 5.82 3.89
H 4.09 3.60 4.22
H 3.21 4.38 2.87
C -6.31 8.72 -2.63
Cl -6.13 7.20 -3.53
Cl -6.35 10.12 -3.69
H -7.25 8.67 -2.09
H -5.47 8.81 -1.96
C -10.74 8.89 -2.05
Cl -9.40 9.25 -0.96
Cl -11.31 10.33 -2.90
H -10.40 8.17 -2.79
H -11.56 8.48 -1.46
C -11.94 13.43 -4.86
Cl -10.29 13.12 -5.39
Cl -12.10 14.98 -4.01
H -12.59 13.45 -5.73
H -12.24 12.65 -4.18
C -14.69 11.09 -7.38
Cl -13.00 10.78 -7.78
Cl -14.90 12.65 -6.57
H -15.27 11.10 -8.29
H -15.03 10.31 -6.70
```

The value obtained for the LUMO energy is 0.0015 Ha. Its net charge is 0. For the largest force on an atom, the calculation gives 0.90 eV Å⁻¹. The value obtained for the HOMO energy is -8.7 eV.



The following E values (in hartree) correspond, in order, to the records above: -4186.44774, -13722.28980.